(1)
A molecular structure, C9H10I2N2S2Sr. Source: OMol25; level of theory: ωB97M-V/def2-TZVPD.

Summary:
Calculated total energy ... -51170.7953 eV
Net charge ... +2
E_LUMO ... -7.038 eV
Orbital gap ... 7.58 eV

Cartesian coordinates (Å):
1 Sr -0.07233 -0.08107 0.00010
2 I 3.11008 0.56212 -0.00048
3 C 2.65340 2.63857 -0.00043
4 I 0.57367 3.08781 -0.00005
5 H 3.07442 3.06050 -0.90375
6 H 3.07476 3.06053 0.90274
7 C -3.60099 1.69955 -0.00002
8 C -3.66115 0.20348 0.00001
9 N -2.60102 -0.57661 0.00004
10 C -2.96551 -1.91899 0.00003
11 C -4.30242 -2.12685 0.00001
12 S -5.13295 -0.63920 0.00000
13 C -1.91922 -2.95830 0.00002
14 C -2.11701 -4.29872 -0.00002
15 S -0.62207 -5.11233 -0.00003
16 C 0.20744 -3.63909 0.00002
17 N -0.58302 -2.58431 0.00003
18 C 1.70324 -3.55700 0.00004
19 H -2.56162 2.03353 -0.00001
20 H -4.08502 2.11746 0.88215
21 H -4.08501 2.11743 -0.88220
22 H -4.83653 -3.06357 -0.00001
23 H -3.04902 -4.84073 -0.00004
24 H 2.16009 -4.54426 0.00003
25 H 2.06078 -3.03978 0.89291
26 H 2.06081 -3.03974 -0.89278

Cartesian forces, eV/Å:
-0.60 -0.55 0.00
0.33 -0.01 0.00
0.00 0.00 0.00
0.04 0.39 0.00
0.04 0.05 0.01
0.03 0.05 -0.01
0.06 -0.08 0.00
0.09 0.16 0.00
0.13 -0.08 0.00
0.30 -0.01 0.00
-0.12 -0.07 0.00
-0.16 -0.02 0.00
-0.04 0.29 0.00
-0.07 -0.11 0.00
-0.01 -0.18 0.00
0.14 0.10 0.00
-0.02 0.08 0.00
-0.06 -0.02 0.00
0.00 -0.01 0.00
-0.03 -0.02 0.00
-0.03 -0.02 0.00
0.01 0.03 0.00
0.03 0.01 0.00
-0.04 -0.02 0.00
-0.01 0.02 0.00
-0.01 0.02 0.00

Results of the Löwdin charge analysis, in e, for atoms 1 through 2: 1.182, 0.850

=====

(2)
A molecular structure, C5H5NO. Source: OMol25; level of theory: ωB97M-V/def2-TZVPD.

Summary:
Calculated total energy ... -8798.6937 eV
Net charge ... 0
E_LUMO ... 0.810 eV
Orbital gap ... 10.44 eV

Cartesian coordinates (Å):
1 C 0.88870 0.53467 0.67636
2 C 0.55587 0.17816 -0.79254
3 C -0.04647 -0.68919 0.96313
4 C -1.36587 0.21339 0.21579
5 C -0.94980 0.39979 -1.00358
6 H 1.47564 0.33679 -1.37149
7 H 1.49428 -1.47104 -0.39516
8 H -0.23998 -1.20874 1.91099
9 H -2.25285 0.27153 0.68491
10 H -1.36627 1.20551 -1.67616
11 N 0.38698 -1.25677 -0.40210
12 O 1.41975 1.48590 1.18985

Cartesian forces, eV/Å:
-1.59 1.53 0.20
0.73 -1.06 -0.99
-1.36 2.20 -1.77
3.10 -3.72 1.56
1.63 4.76 -1.06
-1.10 0.28 -1.11
-2.97 -0.47 0.77
0.10 -0.10 -0.64
-2.90 0.50 1.47
0.21 -1.53 0.39
4.28 -0.76 1.33
-0.13 -1.62 -0.15

Results of the Löwdin charge analysis, in e, for atoms 1 through 2: -0.332, -0.272

=====

(3)
2 unconnected molecules or ions with the total composition C6H6BrNO3. Source: OMol25; level of theory: ωB97M-V/def2-TZVPD.

Summary:
Calculated total energy ... -83988.9106 eV
Net charge ... 0
E_LUMO (alpha / beta) ... -0.893 / -1.051 eV
Orbital gap (alpha / beta) ... 7.12 / 7.58 eV

Cartesian coordinates (Å):
1 C -0.96496 0.08759 -0.70992
2 C -1.41305 0.60720 0.54628
3 C 0.26621 -0.41584 -0.86052
4 C -0.57247 0.65154 1.61065
5 C 1.26059 -0.49058 0.26202
6 C 0.71156 0.07206 1.54119
7 N 0.24074 -1.83152 2.63349
8 O -0.69690 -2.41061 2.19939
9 O 0.97328 -1.96883 3.54867
10 O 1.67695 -1.82474 0.53550
11 Br 2.00038 0.58488 2.83008
12 H -1.64041 0.13097 -1.55082
13 H -2.41606 0.99509 0.62666
14 H 0.61282 -0.78280 -1.81653
15 H -0.88586 1.07831 2.55236
16 H 2.15795 0.09374 -0.03320
17 H 1.94789 -2.25696 -0.28110

Cartesian forces, eV/Å:
0.34 -0.31 -0.50
0.18 0.15 0.53
-0.15 -0.01 0.14
-0.37 0.26 -0.02
0.20 0.19 -0.25
0.34 -0.86 1.00
0.30 2.03 -1.28
-0.29 -0.66 0.37
-0.20 -0.96 0.52
0.16 -0.19 -0.05
-0.05 0.37 -0.40
-0.04 -0.06 -0.11
-0.09 0.05 0.06
-0.03 -0.01 -0.14
-0.03 0.03 0.04
-0.31 -0.08 0.17
0.04 0.06 -0.07

Results of the Löwdin charge analysis, in e, for atoms 1 through 2: -0.078, -0.057

=====

(4)
A molecular structure, C7H13O. Source: OMol25; level of theory: ωB97M-V/def2-TZVPD.

Summary:
Calculated total energy ... -9511.3411 eV
Net charge ... -1
E_LUMO ... 3.497 eV
Orbital gap ... 5.84 eV

Cartesian coordinates (Å):
1 C -2.40666 -1.03570 -0.50310
2 O -2.55882 -1.32298 0.80896
3 C -0.92794 -0.88760 -0.91458
4 C -0.25052 0.10944 -0.01633
5 C 1.06951 0.31031 0.10229
6 C 1.97847 -0.32098 -0.83642
7 C 3.30211 -0.60731 -0.35928
8 C 1.59940 1.06731 1.32850
9 H -2.83631 -1.82685 -1.15230
10 H -2.90396 -0.05924 -0.74653
11 H -0.39088 -1.84320 -0.95852
12 H -0.82587 -0.53073 -1.94056
13 H -4.38628 1.97838 0.55985
14 H -1.00159 0.60600 0.59343
15 H -5.09114 2.18075 0.48003
16 H 3.46176 -0.76332 0.71237
17 H 3.15154 0.39759 -0.96954
18 H 3.86896 -1.22761 -1.04318
19 H 1.04978 2.00824 1.36565
20 H 2.66518 1.27806 1.25223
21 H 1.43326 0.48943 2.23702

Cartesian forces, eV/Å:
0.06 -0.28 1.04
0.16 -0.05 0.03
0.39 0.30 -0.44
-0.71 -0.54 -0.61
0.66 0.02 0.41
-0.41 -0.92 0.27
-1.79 -0.83 -0.51
-0.39 0.04 -0.66
-0.22 0.12 -0.45
-0.01 0.02 -0.51
-0.25 0.06 0.50
-0.12 0.28 -0.45
0.17 -0.11 0.02
0.39 -0.02 0.57
-0.16 0.09 -0.02
0.53 0.62 -0.02
1.22 0.66 0.25
0.38 0.20 0.06
0.08 0.06 0.41
0.03 0.14 0.00
-0.03 0.12 0.10

Results of the Löwdin charge analysis, in e, for atoms 1 through 2: -0.567, -0.380